Record 1
Entry from the OMol25 dataset: a 13-piece molecular cluster, C39H78O23 overall at a distorted geometry (ωB97M-V/def2-TZVPD).

Structure (XYZ):
```
140
Properties=species:S:1:pos:R:3:lowdin_charge:R:1
C -1.4290 7.6824 3.7422 -0.017
O -1.0427 6.4681 3.0311 -0.036
C -1.1673 5.2717 3.6437 -0.516
O -1.4981 5.0942 4.8161 0.111
O -0.7857 4.2547 2.7964 -0.024
C -0.8695 2.9801 3.2499 -0.104
H -2.4472 7.5779 4.1171 0.096
H -1.3914 8.4737 2.9935 0.092
H -0.6969 7.8568 4.5307 0.096
H -0.1577 2.7717 4.0486 0.106
H -0.6394 2.3301 2.4057 0.092
H -1.7902 2.6362 3.7213 0.096
C -1.1351 -2.1198 -0.1150 -0.078
O -0.6434 -0.8829 0.2142 -0.031
C 0.5871 -0.4582 -0.1336 -0.553
O 1.4411 -1.1112 -0.7109 0.111
O 0.7463 0.7469 0.4103 -0.015
C 1.9432 1.4776 0.3352 -0.037
H -1.3576 -2.6738 0.7970 0.083
H -0.3949 -2.6869 -0.6793 0.085
H -2.0942 -2.0970 -0.6324 0.078
H 2.5458 1.1433 1.1797 0.077
H 1.6462 2.4801 0.6433 0.077
H 2.5315 1.3395 -0.5719 0.079
C -5.8755 -0.0554 -3.1553 -0.042
O -5.1442 1.0421 -2.6365 0.009
C -4.0098 0.8817 -1.9477 -0.542
O -3.4548 -0.1779 -1.5265 0.047
O -3.5612 2.0873 -1.6755 0.002
C -2.5390 2.2832 -0.6634 0.003
H -6.1741 -0.7185 -2.3432 0.096
H -5.3171 -0.5872 -3.9257 0.075
H -6.8019 0.2538 -3.6393 0.100
H -1.6204 1.7828 -0.9700 0.090
H -2.9559 1.9269 0.2785 0.095
H -2.3779 3.3421 -0.4614 0.093
C -3.6087 -2.7843 -3.7996 -0.032
O -4.2146 -3.9341 -4.3713 -0.004
C -5.5491 -3.9105 -4.5616 -0.507
O -6.3814 -2.9921 -4.3594 0.079
O -5.8563 -5.0830 -5.1711 -0.016
C -7.2080 -5.3583 -5.4061 -0.070
H -3.2956 -2.1536 -4.6317 0.103
H -2.6730 -3.1206 -3.3530 0.090
H -4.2714 -2.2732 -3.1012 0.070
H -7.7299 -5.3028 -4.4508 0.097
H -7.3431 -6.3531 -5.8306 0.095
H -7.6817 -4.6537 -6.0897 0.096
C 6.9860 -1.0649 0.8837 -0.031
O 6.9469 -0.4693 -0.4299 -0.041
C 5.7760 0.1315 -0.8977 -0.494
O 4.7756 0.2925 -0.2264 0.115
O 5.9210 0.5702 -2.1686 -0.031
C 7.0189 0.2618 -2.9888 -0.041
H 6.5594 -2.0633 0.9799 0.078
H 6.5039 -0.4572 1.6495 0.066
H 8.0468 -1.1704 1.1106 0.095
H 7.7689 1.0399 -2.8471 0.101
H 6.7019 0.2839 -4.0314 0.093
H 7.3918 -0.7234 -2.7084 0.102
C 3.6787 1.4335 -4.1486 -0.016
C 3.2377 0.1165 -4.7383 -0.529
O 3.3347 -0.1127 -5.8987 0.079
C 2.6782 -0.9403 -3.8492 -0.010
H 2.9809 2.1910 -4.5057 0.080
H 4.6750 1.6966 -4.5040 0.085
H 3.5965 1.3784 -3.0631 0.060
H 1.9328 -0.5268 -3.1699 0.069
H 3.4899 -1.1810 -3.1626 0.087
H 2.2845 -1.8078 -4.3789 0.093
C 0.3849 4.6790 -3.0207 -0.007
C 1.1647 4.3594 -1.7412 -0.455
O 0.5514 4.1663 -0.6875 0.030
C 2.6267 4.2067 -1.8415 -0.021
H 0.6531 5.6420 -3.4554 0.087
H -0.6885 4.7513 -2.8456 0.078
H 0.5968 3.8288 -3.6691 0.080
H 2.8383 4.0528 -2.8996 0.070
H 2.9975 3.3821 -1.2327 0.071
H 3.2123 5.0801 -1.5546 0.092
C 2.3686 7.6254 2.6503 -0.014
C 2.7439 6.6892 1.4552 -0.423
O 3.1919 7.1438 0.3893 0.033
C 2.3870 5.2431 1.6895 -0.015
H 1.3070 7.8719 2.6321 0.060
H 2.8776 8.5786 2.5067 0.075
H 2.5824 7.2024 3.6319 0.080
H 1.3193 5.2438 1.9093 0.074
H 2.9309 4.7957 2.5214 0.096
H 2.5806 4.6518 0.7946 0.048
C -6.6026 -3.4208 2.2166 -0.018
C -6.0201 -2.7999 0.9486 -0.441
O -5.9227 -3.4717 -0.0690 0.034
C -5.3827 -1.3940 1.0724 -0.002
H -7.6904 -3.3725 2.2653 0.085
H -6.2787 -2.8749 3.1027 0.067
H -6.2780 -4.4520 2.3562 0.081
H -5.0843 -1.3365 2.1192 0.042
H -6.0485 -0.5406 0.9437 0.090
H -4.6226 -1.2941 0.2976 0.062
C -3.4118 -5.2772 0.2958 -0.027
C -2.6362 -5.6176 -0.9734 -0.471
O -1.7275 -4.9455 -1.3783 0.069
C -3.1953 -6.8172 -1.7256 -0.008
H -4.4942 -5.3559 0.1938 0.067
H -3.1848 -4.3417 0.8070 0.067
H -3.2660 -6.0492 1.0513 0.083
H -2.4268 -7.3612 -2.2748 0.085
H -4.0063 -6.5571 -2.4059 0.087
H -3.5137 -7.4449 -0.8933 0.074
C -2.8358 -0.9796 3.5113 -0.031
C -1.5475 -0.5461 4.2040 -0.472
O -1.5382 0.0987 5.2434 0.069
C -0.3052 -1.0499 3.5226 -0.016
H -2.9981 -2.0550 3.5840 0.086
H -2.9040 -0.6076 2.4890 0.072
H -3.6532 -0.5359 4.0798 0.080
H -0.2639 -2.1391 3.5134 0.087
H 0.5188 -0.9438 4.2282 0.081
H -0.1296 -0.6938 2.5075 0.067
C 3.4526 -3.4971 1.4139 -0.015
C 3.8066 -3.7978 -0.0296 -0.450
O 4.8766 -3.5137 -0.5623 0.047
C 2.7959 -4.6503 -0.8101 -0.014
H 2.5780 -2.8597 1.5434 0.077
H 4.2715 -2.9573 1.8895 0.058
H 3.3032 -4.4230 1.9693 0.086
H 1.9263 -4.0745 -1.1269 0.069
H 2.4133 -5.4805 -0.2164 0.080
H 3.2420 -4.8970 -1.7736 0.081
C 5.7990 0.6523 5.0546 -0.015
C 4.3628 0.6984 4.4771 -0.475
O 3.5957 1.4912 4.9646 0.067
C 3.9643 -0.1662 3.3177 -0.019
H 6.0071 1.5950 5.5606 0.077
H 6.5947 0.4505 4.3374 0.066
H 5.8250 -0.0264 5.9070 0.080
H 4.5270 0.0626 2.4127 0.060
H 2.9159 0.0246 3.0886 0.067
H 4.0238 -1.2249 3.5702 0.082
```

For the energy above the lowest of the compared OMol25 structures with the same formula, charge and spin, the calculation gives 0.0 kJ/mol. Its largest force on an atom is 4.31 eV/Å. As for the gap between HOMO and LUMO: 9.60 eV. The LUMO energy comes out at 0.4 eV. The HOMO energy comes out at -9.20 eV. As for the total energy: -88797.806 eV.

Record 2
Entry from the OMol25 dataset: one molecule with the formula C4H8FNO at a distorted geometry (ωB97M-V/def2-TZVPD).

Structure (XYZ):
```
15
Properties=species:S:1:pos:R:3:lowdin_charge:R:1
N -1.9393 0.6222 -0.8026 0.075
C -1.2387 -0.4402 0.2882 -0.508
F -2.2521 -0.8242 1.0065 0.112
C -0.0808 0.4229 0.9842 -0.075
C 1.1482 0.0980 0.1001 -0.118
C 0.6795 -1.1217 -0.8482 -0.155
O -0.5898 -1.5541 -0.3564 -0.067
H -1.6147 0.2002 -1.6943 0.053
H -2.9646 0.6026 -0.6518 0.058
H -0.1079 0.0923 2.0975 0.142
H -0.4143 1.4273 0.9708 0.079
H 1.5558 0.9266 -0.4500 0.101
H 1.9203 -0.2357 0.6669 0.057
H 0.6964 -0.7746 -1.9284 0.126
H 1.2902 -2.0241 -0.6754 0.119
```

For the energy above the lowest of the compared OMol25 structures with the same formula, charge and spin, the calculation gives 93.1 kJ/mol. Its largest force on an atom is 5.14 eV/Å. As for the gap between HOMO and LUMO: 10.62 eV. The LUMO energy comes out at 1.0 eV. The HOMO energy comes out at -9.58 eV. Its SMILES is N[C@]1(F)CCCO1. As for the total energy: -10531.539 eV.

Record 3
Entry from the OMol25 dataset: one molecule with the formula C6H9NS at a distorted geometry (ωB97M-V/def2-TZVPD).

Structure (XYZ):
```
17
Properties=species:S:1:pos:R:3:lowdin_charge:R:1
S 1.7164 -0.0355 2.9324 0.695
C 0.7755 0.0688 1.5865 -0.731
C -0.6396 -0.3230 1.6355 -0.155
C -1.5399 -0.2986 0.6018 -0.043
C -1.2713 0.1553 -0.8438 -0.168
C -0.0074 -0.4179 -1.5113 -0.238
N 1.1846 -0.4635 -0.6874 -0.077
C 1.3772 0.6231 0.2421 -0.243
H -0.9962 -0.6074 2.6400 0.093
H -2.5741 -0.5033 0.8825 0.098
H -2.1593 -0.0900 -1.4043 0.097
H -1.1299 1.2645 -0.8977 0.117
H 0.1491 0.1981 -2.4124 0.110
H -0.1125 -1.4327 -1.8930 0.111
H 1.9835 -0.6223 -1.3092 0.124
H 2.3909 0.9019 0.4638 0.084
H 0.8532 1.5824 -0.0256 0.125
```

For the energy above the lowest of the compared OMol25 structures with the same formula, charge and spin, the calculation gives 145.3 kJ/mol. Its largest force on an atom is 2.29 eV/Å. As for the gap between HOMO and LUMO: 7.90 eV. The LUMO energy comes out at -0.4 eV. The HOMO energy comes out at -8.29 eV. Its SMILES is S=C1C=CCCNC1. As for the total energy: -18691.705 eV.

Record 4
Entry from the OMol25 dataset: one molecule with the formula C5H8NO2 at a distorted geometry (ωB97M-V/def2-TZVPD).

Structure (XYZ):
```
16
Properties=species:S:1:pos:R:3:mulliken_spin:R:1
O -2.7517 -0.0222 2.2975 0.034
C -2.1367 0.5392 1.4189 -0.016
O -2.5873 0.9007 0.2643 0.890
C -0.6299 0.8670 1.5423 0.053
C 0.2443 -0.2122 0.9339 0.002
C 0.3663 -0.0928 -0.5708 0.003
C 1.3511 -0.6474 -1.2643 0.000
N 1.5547 -0.5040 -2.6290 0.001
H -0.4672 1.7983 0.9774 0.006
H -0.4677 1.1245 2.5851 0.018
H 1.2274 -0.2419 1.4204 0.007
H -0.1883 -1.1862 1.1916 0.002
H -0.3403 0.5459 -1.0973 0.001
H 2.0387 -1.3629 -0.8327 0.000
H 0.7627 -0.2121 -3.1871 0.000
H 2.0239 -1.2939 -3.0501 0.000
```

For the energy above the lowest of the compared OMol25 structures with the same formula, charge and spin, the calculation gives 71.9 kJ/mol. Its largest force on an atom is 1.70 eV/Å. As for the gap between HOMO and LUMO (spin up / spin down): 9.30 / 5.37 eV. The LUMO energy (spin up / spin down) comes out at 0.9 / -3.0 eV. The HOMO energy (spin up / spin down) comes out at -8.35 / -8.34 eV. As for the total energy: -10897.308 eV. As for the multiplicity: 2.